56
Properties=species:S:1:pos:R:3:nbo_charge:R:1 method="wB97M-V/def2-TZVPD" lumo_energy_ev=0.54 molar_mass_da=484.49 max_force_ha_per_bohr=0.0120 total_charge=0 orbital_gap_ev=9.011 de_lowest_ev=0.000 e_homo_ev=-8.47
C -0.886 2.805 0.805 -0.630
C -0.186 1.471 0.686 -0.048
O 1.168 1.585 1.150 -0.722
B 2.235 1.206 0.424 1.301
O 2.410 1.251 -0.919 -0.904
O 3.369 0.723 1.161 -0.909
S 4.561 1.613 1.689 1.753
O 5.712 1.318 0.880 -0.899
O 3.959 3.090 1.003 -0.328
F 3.614 3.883 2.122 -0.138
H -0.804 3.156 1.836 0.206
H -0.412 3.555 0.169 0.203
H -1.938 2.691 0.548 0.239
H -0.675 0.731 1.321 0.202
H -0.207 1.101 -0.344 0.157
H 1.657 1.060 -1.482 0.517
C -5.201 0.478 3.697 -0.826
S -4.346 1.792 2.831 1.273
O -3.417 1.140 1.861 -1.010
C -3.325 2.315 4.217 -0.832
H -5.862 -0.001 2.978 0.243
H -4.466 -0.234 4.073 0.225
H -5.794 0.911 4.501 0.241
H -2.710 1.477 4.545 0.230
H -3.966 2.669 5.025 0.229
H -2.692 3.126 3.864 0.234
C 4.389 -2.760 -3.535 -0.833
S 3.913 -1.703 -2.168 1.260
O 2.535 -1.226 -2.492 -1.013
C 5.033 -0.350 -2.529 -0.833
H 3.756 -3.643 -3.497 0.236
H 4.230 -2.220 -4.470 0.221
H 5.430 -3.064 -3.424 0.245
H 4.834 0.017 -3.536 0.223
H 6.060 -0.701 -2.432 0.230
H 4.836 0.428 -1.794 0.261
C 5.950 -8.253 -2.987 -0.831
S 6.224 -6.655 -3.762 1.254
O 6.055 -5.630 -2.699 -0.990
C 4.706 -6.647 -4.726 -0.833
H 6.777 -8.423 -2.300 0.242
H 5.008 -8.226 -2.440 0.232
H 5.938 -9.030 -3.752 0.227
H 3.856 -6.742 -4.051 0.232
H 4.727 -7.464 -5.446 0.229
H 4.663 -5.695 -5.251 0.239
C -6.916 4.892 1.464 -0.832
S -7.835 4.262 2.873 1.254
O -7.296 2.902 3.141 -1.003
C -9.394 4.032 2.011 -0.830
H -5.891 5.048 1.792 0.241
H -6.940 4.151 0.665 0.235
H -7.349 5.838 1.138 0.227
H -9.237 3.358 1.170 0.233
H -9.770 4.998 1.675 0.228
H -10.091 3.591 2.720 0.241

***

63
Properties=species:S:1:pos:R:3:nbo_charge:R:1 method="wB97M-V/def2-TZVPD" lumo_energy_ev=0.07 molar_mass_da=509.59 max_force_ha_per_bohr=0.0242 smiles="COc1ccc(CNc2nc(NCc3ccc(OC)c(OC)c3)n(C(=O)c3cccs3)n2)cc1OC" total_charge=0 orbital_gap_ev=7.952 de_lowest_ev=3.250 e_homo_ev=-7.88
C 2.630 5.684 0.765 -0.250
H 1.789 5.896 1.435 0.173
O 2.590 4.365 0.284 -0.481
C 1.517 3.981 -0.462 0.242
C 0.442 4.786 -0.789 -0.290
C -0.603 4.291 -1.559 -0.221
C -0.585 2.987 -2.012 -0.048
C 0.493 2.166 -1.684 -0.314
C 1.544 2.644 -0.923 0.343
O 2.641 1.923 -0.564 -0.497
C 2.768 0.616 -1.066 -0.256
H 3.715 0.240 -0.682 0.201
H 1.959 -0.036 -0.723 0.182
H 2.795 0.605 -2.160 0.175
H 0.483 1.146 -2.034 0.235
C -1.747 2.417 -2.785 -0.235
N -2.752 1.858 -1.899 -0.580
C -2.611 0.618 -1.396 0.536
N -3.300 0.183 -0.361 -0.410
N -2.926 -1.128 -0.244 -0.276
C -3.304 -1.951 0.790 0.669
O -2.856 -3.091 0.870 -0.627
C -4.223 -1.382 1.750 -0.361
C -4.739 -2.057 2.833 -0.177
C -5.615 -1.272 3.594 -0.275
C -5.752 -0.015 3.081 -0.404
S -4.820 0.240 1.665 0.551
H -6.357 0.782 3.467 0.233
H -6.120 -1.621 4.477 0.224
H -4.482 -3.079 3.046 0.239
C -2.011 -1.399 -1.253 0.598
N -1.798 -0.322 -1.968 -0.596
N -1.511 -2.622 -1.449 -0.584
H -1.745 -3.297 -0.725 0.443
C -0.304 -2.814 -2.210 -0.237
C 0.957 -2.775 -1.372 -0.041
C 2.186 -3.014 -1.967 -0.221
C 3.337 -2.960 -1.208 -0.232
C 3.310 -2.679 0.156 0.239
C 2.064 -2.459 0.770 0.303
C 0.916 -2.503 -0.014 -0.321
H -0.037 -2.327 0.457 0.225
O 2.025 -2.214 2.119 -0.522
C 0.786 -1.943 2.725 -0.254
H 1.011 -1.775 3.777 0.201
H 0.093 -2.786 2.635 0.184
H 0.321 -1.042 2.310 0.179
O 4.539 -2.663 0.746 -0.499
C 4.716 -2.161 2.052 -0.241
H 4.328 -1.145 2.149 0.180
H 5.795 -2.153 2.207 0.188
H 4.245 -2.800 2.801 0.186
H 4.302 -3.137 -1.654 0.227
H 2.244 -3.236 -3.021 0.212
H -0.268 -2.021 -2.963 0.236
H -0.370 -3.778 -2.723 0.213
H -3.225 2.502 -1.283 0.399
H -2.229 3.193 -3.385 0.206
H -1.415 1.605 -3.433 0.231
H -1.431 4.940 -1.805 0.205
H 0.403 5.810 -0.453 0.219
H 2.633 6.413 -0.053 0.174
H 3.562 5.766 1.322 0.200

***

73
Properties=species:S:1:pos:R:3:mulliken_spin:R:1 method="wB97M-V/def2-TZVPD" s_squared=3.759 lumo_energy_ev="-2.95 / -2.94" molar_mass_da=656.56 max_force_ha_per_bohr=0.0154 multiplicity=4 total_charge=+1 orbital_gap_ev="7.624 / 8.367" e_homo_ev="-10.58 / -11.30"
Co 0.908 -0.383 0.345 2.767
O -2.993 -1.730 0.352 0.003
C -1.673 -1.655 0.677 -0.001
O -0.825 -1.475 -0.239 0.023
C -1.521 -0.846 1.958 0.001
C -2.407 -0.832 3.034 0.004
C -2.085 -0.052 4.127 -0.003
C -0.899 0.691 4.135 0.002
C -0.088 0.617 3.024 0.001
N -0.417 -0.132 1.973 -0.001
C 1.225 1.341 2.795 0.002
O 1.735 2.067 3.785 0.000
O 1.789 1.268 1.725 0.021
H -3.034 -1.990 -0.580 -0.001
H -3.313 -1.416 2.994 0.000
H -2.749 -0.010 4.980 0.000
H -0.658 1.303 4.994 0.001
H 1.194 2.025 4.584 0.001
O 2.956 -2.039 -0.807 0.005
N 2.372 -0.809 -1.106 0.044
C 3.017 -0.134 -1.970 0.003
C 2.670 1.205 -2.507 0.017
C 3.582 1.654 -3.462 0.003
C 3.443 2.885 -4.082 0.000
C 2.368 3.693 -3.754 0.000
C 1.450 3.258 -2.810 -0.003
C 1.581 2.032 -2.169 -0.002
P 0.248 1.501 -1.028 0.014
C -1.131 1.276 -2.198 0.006
C -2.041 2.273 -2.534 0.000
C -3.011 2.039 -3.499 -0.001
C -3.067 0.813 -4.145 0.002
C -2.154 -0.182 -3.823 -0.002
C -1.196 0.043 -2.849 0.006
C -0.191 2.949 -0.025 0.011
C -1.422 2.928 0.634 0.006
C -1.744 3.912 1.555 -0.003
C -0.834 4.921 1.841 0.005
C 0.399 4.938 1.204 -0.003
C 0.721 3.955 0.279 0.007
H 2.701 -2.134 0.156 -0.002
H 3.927 -0.585 -2.361 0.000
H 4.420 1.021 -3.720 0.000
H 4.168 3.206 -4.816 0.000
H 2.238 4.654 -4.232 0.000
H 0.602 3.889 -2.571 0.000
H -1.998 3.240 -2.049 0.001
H -3.717 2.818 -3.750 0.000
H -3.819 0.635 -4.901 0.000
H -2.192 -1.137 -4.330 0.000
H -0.502 -0.745 -2.583 0.002
H -2.136 2.140 0.424 0.000
H -2.708 3.894 2.046 0.000
H -1.086 5.694 2.553 0.000
H 1.115 5.717 1.427 0.000
H 1.695 3.968 -0.194 0.001
C 0.720 -3.706 3.500 0.001
C 0.409 -4.705 2.396 0.000
S -0.092 -3.866 0.897 0.004
O -1.437 -3.210 1.348 0.003
C -0.604 -5.245 -0.121 0.000
C 0.608 -5.870 -0.801 0.000
H 0.987 -4.255 4.402 0.000
H -0.155 -3.096 3.722 0.000
H 1.540 -3.053 3.214 0.001
H -0.396 -5.392 2.658 0.000
H 1.293 -5.279 2.112 0.000
H -1.288 -4.791 -0.839 0.000
H -1.160 -5.949 0.498 0.000
H 1.148 -5.134 -1.396 0.000
H 0.278 -6.672 -1.460 0.000
H 1.300 -6.303 -0.081 0.000
F 1.939 -1.650 1.445 0.052

***

82
Properties=species:S:1:pos:R:3:lowdin_charge:R:1 method="wB97M-V/def2-TZVPD" lumo_energy_ev=2.41 molar_mass_da=698.29 max_force_ha_per_bohr=0.0140 total_charge=-1 orbital_gap_ev=7.489 de_lowest_ev=1.169 e_homo_ev=-5.08
Zn 0.657 0.359 -0.578 0.581
C 5.057 -2.552 -1.119 -0.443
S 3.610 -2.975 -0.139 0.834
C 2.316 -2.047 -0.914 -1.094
S 2.613 -0.617 -1.852 0.569
N 1.149 -2.567 -0.656 -0.080
N 0.137 -1.697 -1.044 -0.079
C -0.883 -2.243 -1.556 -0.076
C -2.033 -1.444 -2.033 -0.302
C -3.163 -2.072 -2.541 -0.034
C -4.204 -1.297 -3.012 -0.071
C -4.085 0.085 -2.962 -0.064
C -2.920 0.620 -2.436 -0.127
N -1.911 -0.124 -1.986 0.099
H 5.926 -2.750 -0.489 0.029
H 5.114 -3.156 -2.024 0.027
H 5.026 -1.494 -1.376 -0.020
H -0.903 -3.324 -1.671 0.129
H -3.227 -3.154 -2.526 0.115
H -5.099 -1.760 -3.411 0.103
H -4.870 0.733 -3.330 0.097
H -2.776 1.695 -2.384 0.097
C -0.099 3.520 -2.079 -0.107
C 0.293 3.371 -0.613 -0.535
C 1.808 3.463 -0.455 -0.087
C -0.255 2.064 -0.025 -0.248
H 0.266 4.461 -2.503 0.067
H -1.188 3.500 -2.194 0.056
H 0.318 2.693 -2.668 0.074
H -0.139 4.226 -0.070 0.119
H 2.295 2.625 -0.972 0.065
H 2.104 3.411 0.595 0.062
H 2.203 4.395 -0.877 0.074
H -1.338 2.008 -0.203 0.006
H -0.098 2.061 1.065 0.019
O -3.227 -1.728 0.582 -0.501
S -2.549 -0.465 1.035 1.008
C -3.840 0.508 1.822 -0.347
C -5.114 -0.033 1.886 -0.068
C -6.153 0.742 2.394 -0.084
C -5.914 2.044 2.818 -0.098
C -4.634 2.578 2.738 -0.083
C -3.593 1.818 2.225 -0.082
C -1.604 -0.942 2.496 -0.339
C -1.040 -0.012 3.363 -0.079
C -0.209 -0.454 4.379 -0.101
C 0.075 -1.806 4.516 -0.084
C -0.491 -2.724 3.647 -0.067
C -1.334 -2.297 2.626 -0.074
H -5.267 -1.047 1.536 0.104
H -7.152 0.328 2.450 0.099
H -6.730 2.651 3.194 0.096
H -4.446 3.594 3.064 0.102
H -2.603 2.249 2.120 0.098
H -1.231 1.047 3.250 0.081
H 0.240 0.265 5.051 0.088
H 0.759 -2.138 5.288 0.108
H -0.261 -3.779 3.743 0.102
H -1.776 -2.994 1.926 0.100
C 5.399 5.021 2.635 -0.066
C 4.557 3.772 2.543 -0.283
C 3.355 3.662 3.235 -0.029
C 2.574 2.513 3.165 -0.205
C 1.288 2.428 3.943 -0.025
C 2.998 1.446 2.367 -0.063
C 4.197 1.532 1.666 -0.194
C 4.671 0.381 0.808 -0.056
C 4.962 2.693 1.767 -0.019
C 2.174 0.179 2.303 -0.603
O 2.117 -0.527 3.313 0.034
O 1.625 -0.033 1.178 -0.097
H 5.132 5.612 3.514 0.066
H 5.265 5.658 1.756 0.074
H 6.462 4.777 2.700 0.070
H 3.019 4.491 3.853 0.107
H 1.137 3.328 4.544 0.079
H 1.295 1.551 4.590 0.055
H 0.438 2.314 3.266 0.062
H 4.374 -0.586 1.223 0.060
H 5.759 0.402 0.707 0.078
H 4.233 0.428 -0.193 0.010
H 5.903 2.749 1.223 0.113

***

12
Properties=species:S:1:pos:R:3:nbo_charge:R:1 method="wB97M-V/def2-TZVPD" lumo_energy_ev="-0.21 / -0.21" molar_mass_da=86.09 max_force_ha_per_bohr=0.0139 total_charge=0 orbital_gap_ev="7.589 / 7.592" de_lowest_ev=3.808 e_homo_ev="-7.80 / -7.80"
C -0.883 1.001 -1.055 -0.647
C -0.057 0.303 -0.055 0.025
C 1.069 -1.464 0.074 0.233
O 1.126 -0.327 -0.525 -0.401
C -0.089 0.358 1.328 0.239
O 0.609 -0.369 2.080 -0.633
H -1.651 1.567 -0.519 0.230
H -0.286 1.688 -1.662 0.213
H -1.400 0.303 -1.729 0.212
H 1.978 -1.926 0.430 0.190
H 0.144 -2.026 -0.044 0.179
H -0.752 1.136 1.741 0.161

***

18
Properties=species:S:1:pos:R:3:nbo_charge:R:1 method="wB97M-V/def2-TZVPD" lumo_energy_ev=-3.06 molar_mass_da=90.15 max_force_ha_per_bohr=0.0952 total_charge=+1 orbital_gap_ev=10.466 de_lowest_ev=2.315 e_homo_ev=-13.53
C 1.004 1.414 0.627 -0.430
C -0.949 0.136 1.298 -0.430
C 0.441 -0.600 -0.608 0.282
N 0.056 -1.928 -0.560 -0.834
N -0.649 0.438 -1.730 -0.895
N 0.398 0.073 0.702 -0.368
H 0.430 2.013 -0.079 0.268
H 0.988 1.883 1.610 0.239
H 2.035 1.346 0.283 0.235
H -1.575 0.783 0.685 0.256
H -1.388 -0.857 1.358 0.230
H -0.882 0.540 2.306 0.245
H 1.414 -0.459 -1.070 0.225
H 0.322 -2.458 -1.379 0.416
H -0.918 -2.110 -0.339 0.390
H -1.518 -0.086 -1.794 0.355
H -0.189 0.382 -2.631 0.369
H 0.981 -0.511 1.321 0.446

***

Please write out number 3 again, unchanged.
73
Properties=species:S:1:pos:R:3:mulliken_spin:R:1 method="wB97M-V/def2-TZVPD" s_squared=3.759 lumo_energy_ev="-2.95 / -2.94" molar_mass_da=656.56 max_force_ha_per_bohr=0.0154 multiplicity=4 total_charge=+1 orbital_gap_ev="7.624 / 8.367" e_homo_ev="-10.58 / -11.30"
Co 0.908 -0.383 0.345 2.767
O -2.993 -1.730 0.352 0.003
C -1.673 -1.655 0.677 -0.001
O -0.825 -1.475 -0.239 0.023
C -1.521 -0.846 1.958 0.001
C -2.407 -0.832 3.034 0.004
C -2.085 -0.052 4.127 -0.003
C -0.899 0.691 4.135 0.002
C -0.088 0.617 3.024 0.001
N -0.417 -0.132 1.973 -0.001
C 1.225 1.341 2.795 0.002
O 1.735 2.067 3.785 0.000
O 1.789 1.268 1.725 0.021
H -3.034 -1.990 -0.580 -0.001
H -3.313 -1.416 2.994 0.000
H -2.749 -0.010 4.980 0.000
H -0.658 1.303 4.994 0.001
H 1.194 2.025 4.584 0.001
O 2.956 -2.039 -0.807 0.005
N 2.372 -0.809 -1.106 0.044
C 3.017 -0.134 -1.970 0.003
C 2.670 1.205 -2.507 0.017
C 3.582 1.654 -3.462 0.003
C 3.443 2.885 -4.082 0.000
C 2.368 3.693 -3.754 0.000
C 1.450 3.258 -2.810 -0.003
C 1.581 2.032 -2.169 -0.002
P 0.248 1.501 -1.028 0.014
C -1.131 1.276 -2.198 0.006
C -2.041 2.273 -2.534 0.000
C -3.011 2.039 -3.499 -0.001
C -3.067 0.813 -4.145 0.002
C -2.154 -0.182 -3.823 -0.002
C -1.196 0.043 -2.849 0.006
C -0.191 2.949 -0.025 0.011
C -1.422 2.928 0.634 0.006
C -1.744 3.912 1.555 -0.003
C -0.834 4.921 1.841 0.005
C 0.399 4.938 1.204 -0.003
C 0.721 3.955 0.279 0.007
H 2.701 -2.134 0.156 -0.002
H 3.927 -0.585 -2.361 0.000
H 4.420 1.021 -3.720 0.000
H 4.168 3.206 -4.816 0.000
H 2.238 4.654 -4.232 0.000
H 0.602 3.889 -2.571 0.000
H -1.998 3.240 -2.049 0.001
H -3.717 2.818 -3.750 0.000
H -3.819 0.635 -4.901 0.000
H -2.192 -1.137 -4.330 0.000
H -0.502 -0.745 -2.583 0.002
H -2.136 2.140 0.424 0.000
H -2.708 3.894 2.046 0.000
H -1.086 5.694 2.553 0.000
H 1.115 5.717 1.427 0.000
H 1.695 3.968 -0.194 0.001
C 0.720 -3.706 3.500 0.001
C 0.409 -4.705 2.396 0.000
S -0.092 -3.866 0.897 0.004
O -1.437 -3.210 1.348 0.003
C -0.604 -5.245 -0.121 0.000
C 0.608 -5.870 -0.801 0.000
H 0.987 -4.255 4.402 0.000
H -0.155 -3.096 3.722 0.000
H 1.540 -3.053 3.214 0.001
H -0.396 -5.392 2.658 0.000
H 1.293 -5.279 2.112 0.000
H -1.288 -4.791 -0.839 0.000
H -1.160 -5.949 0.498 0.000
H 1.148 -5.134 -1.396 0.000
H 0.278 -6.672 -1.460 0.000
H 1.300 -6.303 -0.081 0.000
F 1.939 -1.650 1.445 0.052